[1]
ORCA calculation (ωB97M-V with the def2-TZVPD basis set) on 3 unconnected molecules or ions with the total composition C34H53N4O2S2 in a non-equilibrium geometry.

Last column: Mulliken charge in e.
Cartesian coordinates (Å):
N 1.39168 0.88432 2.06664  -0.591
C 0.51604 1.44621 1.04770  0.133
C 1.13369 1.33049 -0.36283  0.517
C 1.97374 2.59961 -0.72488  -0.696
S 1.26296 3.49928 -2.16577  -0.184
C -0.42537 3.91957 -1.79682  -0.060
S -1.42824 4.05322 -3.08021  -0.275
N -0.78032 4.06608 -0.45363  1.788
C -0.04684 5.09572 0.23781  -0.533
C -0.06483 5.04640 1.62974  -0.099
C 0.63290 5.96364 2.37913  -0.779
C 1.39151 6.96964 1.78643  -0.448
C 1.37574 7.02782 0.40529  -0.755
C 0.67413 6.11244 -0.35976  0.004
C -2.20487 4.15048 -0.23287  -0.883
C -2.99887 5.25187 -0.51729  -0.256
C -4.35680 5.19469 -0.25081  -0.718
C -4.96288 4.08060 0.29539  -0.481
C -4.16083 2.98241 0.62126  -0.662
C -2.80905 3.04551 0.34849  0.532
H 0.94648 1.15554 2.95054  0.060
H 0.42115 2.54268 1.26329  -0.291
H -0.54209 1.04830 1.08854  -0.047
H 1.77040 0.43463 -0.40555  0.557
H 0.29825 1.26608 -1.08428  -0.971
H 2.98404 2.30228 -1.03803  0.407
H 2.01370 3.30829 0.11235  0.334
H -0.63391 4.28217 2.15637  0.343
H 0.62071 5.89285 3.46768  0.354
H 1.97110 7.68517 2.36737  0.386
H 1.96811 7.81491 -0.06314  0.354
H 0.71663 6.19257 -1.44500  0.470
H -2.52601 6.12284 -0.97337  0.387
H -4.97374 6.06134 -0.49966  0.359
H -6.03045 3.98917 0.49406  0.387
H -4.57761 2.08672 1.08290  0.419
H -2.18832 2.18028 0.60911  0.036
C 3.70612 -2.50053 4.29227  -1.960
C 3.67110 -2.37681 2.74757  1.747
C 2.25062 -2.61940 2.23054  -0.913
C 1.83054 -4.08849 2.26760  -0.645
C 2.86109 -4.96757 1.56235  -1.275
C 4.28398 -4.76257 2.09294  1.739
N 4.67005 -3.32388 2.14664  0.422
O 4.93700 -2.93458 0.93134  -0.605
C 4.40026 -5.40054 3.49207  -1.789
C 5.25220 -5.57799 1.23069  -1.839
C 4.02296 -0.91473 2.47056  -1.803
H 3.57552 -1.53095 4.77117  0.523
H 2.91423 -3.14268 4.68416  0.299
H 4.66583 -2.88618 4.64372  0.337
H 2.17014 -2.26322 1.20039  0.227
H 1.54487 -2.02257 2.80915  0.355
H 1.68745 -4.42269 3.30061  0.348
H 0.86034 -4.19977 1.77602  0.360
H 2.57335 -6.01846 1.66713  0.377
H 2.83168 -4.74913 0.48948  0.383
H 5.37818 -5.19644 3.93329  0.352
H 4.29061 -6.48522 3.42663  0.444
H 3.63615 -5.06542 4.18971  0.332
H 5.18858 -5.31416 0.17555  0.361
H 5.01988 -6.64192 1.30607  0.413
H 6.28464 -5.43750 1.56009  0.448
H 5.04225 -0.68225 2.80141  0.474
H 3.33751 -0.25403 2.99980  0.447
H 3.93528 -0.65614 1.41896  0.300
C -4.90315 -1.45828 -2.04616  -1.790
C -4.00061 -2.14160 -3.10554  2.022
C -3.05096 -3.13454 -2.42341  -1.419
C -1.90663 -2.46475 -1.66585  -0.349
C -1.16589 -1.48077 -2.56579  -1.338
C -2.09589 -0.45957 -3.22797  2.012
N -3.27100 -1.10214 -3.89093  0.471
O -2.86828 -1.64083 -5.00864  -0.648
C -2.57085 0.55481 -2.17026  -0.576
C -1.27264 0.38229 -4.20936  -1.581
C -4.97030 -2.93935 -3.98379  -1.969
H -5.85239 -1.98305 -1.93024  0.501
H -4.44700 -1.43343 -1.05620  0.302
H -5.15515 -0.43664 -2.33285  0.304
H -2.62012 -3.80553 -3.17451  0.408
H -3.61668 -3.77024 -1.73644  0.337
H -2.28103 -1.95786 -0.77258  0.256
H -1.21062 -3.22786 -1.31075  0.423
H -0.40215 -0.96290 -1.98129  0.138
H -0.62944 -2.04612 -3.33595  0.464
H -3.30292 1.24830 -2.59092  0.552
H -1.73304 1.15040 -1.80822  -0.851
H -3.00788 0.09442 -1.28635  0.073
H -0.76702 -0.22939 -4.95661  0.391
H -0.49554 0.93564 -3.67947  0.238
H -1.90058 1.11084 -4.72733  0.395
H -5.66121 -2.27745 -4.51071  0.451
H -5.56048 -3.61795 -3.36661  0.461
H -4.45498 -3.55649 -4.71934  0.367

Atoms 1-3, force components in eV/Å:
N -0.4 -0.1 -0.5
C 0.7 0.5 1.3
C -0.5 0.7 0.3

## Properties
Orbital gap (alpha / beta)   4.53 / 4.38 eV
Net charge   -1
Expectation value of S²   2.01
Spin multiplicity   3
Electronic energy   -2493.0431 a.u.


[2]
ORCA calculation (ωB97M-V with the def2-TZVPD basis set) on 2 unconnected molecules or ions with the total composition CH8N2S2 in a non-equilibrium geometry.

Last column: natural (NBO) charge in e.
Cartesian coordinates (Å):
S -2.39179 -1.54089 0.53054  -0.192
S -2.30755 0.47953 0.00969  -0.164
H -3.68029 -1.90481 0.24117  0.169
H -1.08568 0.91565 0.18203  0.176
N 0.47791 0.14881 -1.32435  -0.857
C 1.42231 0.52388 -0.13312  -0.045
N 0.84529 0.10205 1.20793  -0.908
H 0.72510 -0.87254 -1.36622  0.353
H 0.85066 0.49011 -2.26327  0.368
H 1.62201 1.57438 -0.09404  0.182
H 2.35461 -0.12034 -0.35756  0.155
H 0.05993 -0.46594 1.36635  0.383
H 1.10748 0.67011 2.00086  0.379

Atoms 1-3, force components in eV/Å:
S 0.7 -0.9 0.4
S -3.0 0.8 -0.6
H 0.6 1.0 -0.1

## Properties
Orbital gap   8.38 eV
Net charge   0
SMILES   NCN.SS
Energy relative to the best compared isomer or geometry (same formula, charge and spin)   176.9 kJ/mol
Electronic energy   -948.7021 a.u.


[3]
ORCA calculation (ωB97M-V with the def2-TZVPD basis set) on a molecular structure, C4H12CrN2Se3Te.

Last column: natural (NBO) charge in e.
Cartesian coordinates (Å):
Cr 0.20851 0.46541 -0.35447  0.354
Se -1.81887 1.87974 -0.56256  -0.337
Se -0.49987 1.49753 -2.42922  -0.162
Te 2.33219 2.03022 -0.48630  0.239
Se 2.53648 -0.42723 -0.55965  -0.421
N 0.18944 0.34096 1.81821  -0.832
C -0.36823 -0.81069 2.57118  -0.216
C -1.71096 -1.25640 1.99661  -0.430
C -1.63096 -2.55203 1.18880  -0.401
C -0.60596 -2.54676 0.06901  -0.218
N -0.78398 -1.37222 -0.82181  -0.835
H 1.14302 0.51883 2.11146  0.396
H -0.33740 1.17794 2.04346  0.393
H -0.46730 -0.55200 3.62396  0.197
H 0.36493 -1.61433 2.51297  0.197
H -2.10000 -0.45048 1.37092  0.225
H -2.43689 -1.39189 2.80015  0.222
H -2.61985 -2.77838 0.77682  0.211
H -1.38478 -3.38391 1.85484  0.215
H -0.69266 -3.47502 -0.49577  0.200
H 0.40567 -2.50619 0.46652  0.202
H -1.76580 -1.21004 -1.01794  0.397
H -0.35172 -1.53684 -1.72331  0.404

Atoms 1-3, force components in eV/Å:
Cr -0.4 -0.1 0.4
Se 0.0 0.0 0.1
Se 0.2 0.0 -0.2

## Properties
Orbital gap (alpha / beta)   6.73 / 5.10 eV
Net charge   0
Expectation value of S²   6.14
Spin multiplicity   5
Electronic energy   -8785.9929 a.u.


[4]
ORCA calculation (ωB97M-V with the def2-TZVPD basis set) on a molecular structure, C48H43AgGeN8OTe in a non-equilibrium geometry.

Last column: Mulliken charge in e.
Cartesian coordinates (Å):
Ag -1.00658 0.87038 1.62337  -0.200
C -1.52327 -0.74124 -3.47064  -0.873
N -1.73875 0.37823 -2.60768  1.209
C -1.33400 0.40800 -1.34369  0.416
N -1.56220 1.57558 -0.82499  -0.352
C -2.11426 2.28098 -1.84626  -0.498
N -2.24206 1.58432 -2.96858  -1.127
C -0.23238 -0.64939 -4.26085  0.858
C -0.27667 -0.82421 -5.63697  -0.657
C 0.89224 -0.78036 -6.38029  -0.806
C 2.09665 -0.53675 -5.77001  -0.925
C 2.16572 -0.30685 -4.38783  -0.294
C 0.98347 -0.37993 -3.63127  0.235
C 3.46700 0.01431 -3.84694  0.516
N 4.55671 0.03346 -4.55180  -0.504
N 5.56916 0.37547 -3.74002  -0.428
C 5.07729 0.60328 -2.55928  0.458
O 3.72205 0.37719 -2.54382  -0.228
C 5.88364 1.03566 -1.43843  0.095
C 7.25897 1.15121 -1.69593  -0.778
C 8.13277 1.52747 -0.70910  -0.793
C 7.66606 1.82445 0.56004  -0.621
C 6.30747 1.76340 0.83409  0.899
C 5.84807 2.19381 2.21149  -1.085
N 5.03571 3.38497 2.14517  0.732
C 3.73846 3.55848 2.45116  0.078
N 3.38107 4.79531 2.16301  -0.608
C 4.51653 5.34701 1.68349  -0.187
N 5.55029 4.53695 1.65312  -0.897
C 5.40758 1.35462 -0.15352  -0.377
H -2.36337 -0.84831 -4.15582  0.424
H -1.49703 -1.60145 -2.79881  -0.029
H -0.89655 -0.42773 -0.78898  -0.274
H -2.44045 3.30360 -1.75283  0.536
H -1.22183 -1.02517 -6.12529  0.377
H 0.85085 -0.93609 -7.45148  0.370
H 3.01683 -0.49097 -6.33602  0.528
H 1.03599 -0.22399 -2.55869  0.847
H 7.59935 0.91811 -2.69534  0.513
H 9.19105 1.61079 -0.92410  0.359
H 8.35718 2.13267 1.33432  0.318
H 6.72013 2.42637 2.82665  0.358
H 5.26633 1.40896 2.69775  0.370
H 3.06427 2.79271 2.82335  0.467
H 4.58273 6.37008 1.35204  0.417
H 4.34368 1.29722 0.05873  0.760
C 0.16816 -0.88678 0.90545  -0.874
Ge -0.21414 -2.69684 1.24276  2.129
C 0.73321 -4.18171 0.26993  -0.502
C 1.15692 -5.37914 0.84178  -0.378
C 1.78580 -6.35910 0.08252  -0.602
C 1.99831 -6.16191 -1.27498  -0.409
C 1.58487 -4.97531 -1.86592  -0.566
C 0.96760 -4.00147 -1.09383  -0.244
C -0.13722 -3.28745 3.16851  -0.425
C 1.11051 -3.44262 3.77239  -0.361
C 1.24148 -3.81171 5.10317  -0.590
C 0.10638 -4.01384 5.87772  -0.399
C -1.14639 -3.84384 5.30559  -0.650
C -1.26180 -3.49504 3.96516  -0.031
C -2.12482 -2.96961 0.71013  -0.339
C -2.47388 -3.71277 -0.41872  0.046
C -3.77096 -3.71078 -0.91753  -0.726
C -4.75802 -2.97542 -0.27669  -0.502
C -4.43411 -2.23023 0.85066  -0.881
C -3.12963 -2.21156 1.32041  -0.095
H 1.01268 -0.79593 0.19703  0.253
H 0.99529 -5.55565 1.90015  0.321
H 2.11282 -7.28505 0.54454  0.360
H 2.48812 -6.92607 -1.86868  0.334
H 1.74786 -4.81001 -2.92547  0.419
H 0.65763 -3.06772 -1.55507  0.391
H 2.00596 -3.27605 3.17715  0.428
H 2.22460 -3.94206 5.54382  0.356
H 0.19856 -4.30142 6.91932  0.337
H -2.03432 -3.98746 5.91217  0.361
H -2.25030 -3.38824 3.53434  0.238
H -1.71259 -4.29243 -0.93109  0.350
H -4.01382 -4.28029 -1.80972  0.380
H -5.77340 -2.97420 -0.65887  0.345
H -5.19969 -1.65175 1.35464  0.415
H -2.87713 -1.57527 2.16291  0.339
C -7.11196 5.58050 -0.26665  -1.370
C -6.06987 4.76199 0.45158  0.832
C -5.34617 5.27391 1.51736  -1.060
C -4.42157 4.50362 2.21764  1.321
C -3.69400 5.15419 3.36270  -1.657
C -4.19998 3.15731 1.86946  -0.679
Te -3.00218 1.93555 3.14940  -0.360
C -4.89542 2.65308 0.75691  1.417
C -4.71443 1.24136 0.26297  -1.103
C -5.80588 3.45354 0.07219  -1.078
H -7.22338 6.56502 0.19050  0.339
H -8.08465 5.08311 -0.23558  0.312
H -6.84756 5.72002 -1.31804  0.297
H -5.50827 6.30428 1.82429  0.190
H -3.76232 6.24328 3.29490  0.366
H -2.64575 4.85824 3.37030  0.384
H -4.11663 4.83226 4.31734  0.306
H -3.87167 0.76053 0.75464  -0.420
H -4.53476 1.23437 -0.81488  0.294
H -5.61055 0.64735 0.46171  0.531
H -6.35345 3.03058 -0.76694  0.311

Atoms 1-3, force components in eV/Å:
Ag 0.3 -0.9 0.2
C 0.1 -0.1 -0.2
N -0.1 0.3 0.0

## Properties
Orbital gap   2.94 eV
Net charge   -2
Energy relative to the best compared isomer or geometry (same formula, charge and spin)   0.0 kJ/mol
Electronic energy   -4860.0405 a.u.


[5]
ORCA calculation (ωB97M-V with the def2-TZVPD basis set) on a molecular structure, C5H8HoNaO5 in a non-equilibrium geometry.

Last column: Mulliken charge in e.
Cartesian coordinates (Å):
C 2.04529 -0.08261 -1.16825  0.609
O 3.16457 -0.57549 -1.13117  -0.568
O 1.40455 0.40209 -2.14388  -0.609
Na 5.12262 -1.38890 -0.88227  1.048
O 1.58686 0.89881 0.04732  -0.404
C 1.37201 0.25210 1.30078  -0.390
C 0.22071 -0.71511 1.03823  -0.313
O -0.76749 0.08163 0.48082  -0.348
C -2.06755 -0.41996 0.13033  -0.406
C -2.78163 0.77460 -0.50559  -0.443
O -1.99253 1.39570 -1.46328  -0.567
Ho -0.11911 1.59670 -1.26097  1.789
H 1.16170 0.92451 2.14338  0.365
H 2.27217 -0.33240 1.54925  0.259
H -0.11393 -1.22705 1.95131  0.422
H 0.77668 -1.41935 0.08484  0.237
H -2.56647 -0.78741 1.03828  0.359
H -1.92851 -1.24182 -0.58928  0.306
H -3.06056 1.47374 0.30956  0.301
H -3.72937 0.39022 -0.92939  0.354

Atoms 1-3, force components in eV/Å:
C 3.1 3.6 -0.9
O -2.8 -0.2 1.0
O 0.2 -2.4 0.0

## Properties
Orbital gap (alpha / beta)   9.77 / 9.93 eV
Net charge   +2
Expectation value of S²   6.00
Spin multiplicity   5
Energy relative to the best compared isomer or geometry (same formula, charge and spin)   0.0 kJ/mol
Electronic energy   -1681.3949 a.u.


[6]
ORCA calculation (ωB97M-V with the def2-TZVPD basis set) on a molecular structure, C29H34CuGeN3O4Se.

Last column: Mulliken charge in e.
Cartesian coordinates (Å):
Cu -0.20971 1.56160 -0.33803  0.604
C -3.02531 2.49947 3.17282  -0.635
O -2.13107 3.58852 2.80978  -0.465
C -1.27405 3.03128 1.93115  0.024
N -1.29566 1.78101 1.74854  -0.299
C -2.27983 1.23752 2.69495  -0.267
C -3.17559 0.18148 2.09939  -0.168
C -3.43298 0.14355 0.73349  0.151
C -4.28772 -0.82095 0.21590  -0.653
C -4.89057 -1.75163 1.05306  -0.519
C -4.63017 -1.72028 2.41692  -0.690
C -3.77221 -0.75847 2.93503  -0.362
C -0.30446 3.92784 1.25468  0.896
C -0.24644 5.29173 1.47634  -0.663
C 0.69774 6.02700 0.77908  -0.456
C 1.54471 5.38157 -0.10867  -0.854
C 1.40498 4.01384 -0.26234  0.674
N 0.50919 3.29959 0.40822  0.016
C 2.20229 3.20705 -1.22163  0.153
N 1.87315 2.04437 -1.59317  -0.360
C 2.91399 1.57293 -2.51264  -0.387
C 3.91668 2.75554 -2.56645  -0.470
O 3.32588 3.76796 -1.70525  -0.477
C 3.53088 0.26695 -2.07592  0.014
C 3.38674 -0.21516 -0.78288  0.096
C 3.98220 -1.41683 -0.41288  -0.615
C 4.73223 -2.13688 -1.32928  -0.524
C 4.88271 -1.65605 -2.62551  -0.606
C 4.28022 -0.46489 -2.99559  -0.573
H -3.96584 2.64082 2.64154  0.400
H -3.19093 2.53731 4.24562  0.300
H -1.72830 0.78603 3.52514  0.567
H -2.93596 0.84047 0.06879  0.241
H -4.47477 -0.84773 -0.85127  0.469
H -5.55394 -2.50360 0.64414  0.419
H -5.08829 -2.44722 3.07572  0.410
H -3.55598 -0.74485 3.99886  0.416
H -0.93776 5.75336 2.16675  0.520
H 0.76694 7.09744 0.91766  0.435
H 2.28863 5.91579 -0.68231  0.495
H 2.45177 1.42040 -3.49022  0.591
H 4.03046 3.18536 -3.55828  0.315
H 4.89187 2.49290 -2.16269  0.367
H 2.78891 0.33873 -0.06906  0.408
H 3.84313 -1.79441 0.59319  0.371
H 5.19069 -3.07439 -1.04175  0.422
H 5.45930 -2.21746 -3.34970  0.391
H 4.38058 -0.10518 -4.01475  0.433
O -2.22218 3.77802 -0.99801  -0.567
C -2.40463 2.76489 -1.67840  -0.178
O -1.69837 1.70220 -1.66020  -0.404
H -3.21493 2.76440 -2.43073  0.374
C 0.90045 -4.52536 -1.06538  -1.043
Ge -0.24106 -4.19233 0.47682  0.765
C 0.89027 -4.00537 2.05766  -1.205
C -1.46938 -5.67970 0.72600  -1.214
C -1.20413 -2.51137 0.24765  -0.693
Se 0.06798 -1.08763 -0.12788  0.200
C -0.05777 -1.14773 -2.07092  -0.901
H 1.54916 -5.37747 -0.85361  0.387
H 1.53154 -3.65348 -1.25116  0.161
H 0.32301 -4.74674 -1.96457  0.332
H 1.72715 -4.70416 2.01077  0.380
H 0.32999 -4.19768 2.97441  0.352
H 1.29453 -2.99199 2.09961  0.340
H -0.88736 -6.59035 0.88343  0.366
H -2.10455 -5.82417 -0.14914  0.362
H -2.10512 -5.52194 1.59845  0.355
H -1.75028 -2.24186 1.15353  -0.017
H -1.92198 -2.52364 -0.57252  0.506
H 0.25306 -2.12046 -2.44453  0.399
H 0.60261 -0.37202 -2.45268  -0.007
H -1.07637 -0.90753 -2.36511  0.395

Atoms 1-3, force components in eV/Å:
Cu -0.2 -0.5 0.0
C 0.1 0.1 0.0
O -0.1 -0.2 0.0

## Properties
Orbital gap   7.27 eV
Net charge   0
Electronic energy   -7709.5726 a.u.


- Among the records above, which one has the lowest electronic energy?
  C4H12CrN2Se3Te